Record 1
30
Properties=species:S:1:pos:R:3 method="wB97M-V/def2-TZVPD" e_tot_ev=-80092.87479 max_force_ev_per_a=4.2 homo_ev=-6.6 multiplicity=1 gap_ev=7.4 relative_energy_ev=1.261
C 2.3627 -2.4090 0.0900
C 2.9134 -1.4327 -0.7339
C 1.3226 -2.0416 0.8709
C 2.4917 -0.1124 -0.6155
C 0.7120 -0.8141 0.8163
C 1.3782 0.1720 0.1058
C -0.4427 -0.5118 1.7424
C -1.5650 0.1732 1.1648
C -0.4081 1.9801 -0.0147
C -1.1161 3.1284 0.6313
C -0.8085 1.8701 -1.4526
C -1.6294 -1.9409 -1.2424
O 0.8350 1.5315 0.3912
Se -2.6897 -0.7225 -0.1834
H 2.7189 -3.4171 0.1381
H 3.8905 -1.5718 -1.2892
H 0.8567 -2.7626 1.5954
H 3.0173 0.7596 -1.0542
H -0.7167 -1.4718 2.2276
H 0.0080 0.0032 2.4858
H -2.1951 0.7392 1.8715
H -0.8529 4.0578 0.0853
H -0.9097 3.1452 1.6352
H -2.1195 2.8469 0.4835
H 0.0218 1.4258 -1.9627
H -0.9432 2.9076 -1.9078
H -1.6779 1.1858 -1.7259
H -0.5676 -1.8176 -1.0783
H -1.8652 -3.0073 -0.8573
H -2.0218 -1.8931 -2.2173

Record 2
35
Properties=species:S:1:pos:R:3 method="wB97M-V/def2-TZVPD" e_tot_ev=-63708.52945 max_force_ev_per_a=4.3 homo_ev=0.7 multiplicity=1 gap_ev=4.5 relative_energy_ev=0.000 charge=-2
C -0.7218 0.1771 -1.5007
C 0.6679 0.3925 -1.7051
C 1.0814 1.4377 -0.8322
C 1.5499 -0.3654 -2.6148
C -0.0675 1.9162 -0.1392
C -1.1815 1.1358 -0.5509
C -2.5664 1.3023 -0.0726
C -1.5282 -0.8808 -2.1410
C 2.4632 1.9342 -0.6924
C -0.0833 3.0257 0.8361
Sn 0.6317 -2.0624 1.4947
Cl 2.6354 -2.0154 0.4495
Cl -0.0927 -4.0979 0.4528
Cl 1.0743 0.0246 2.6776
H 0.9574 -0.8941 -3.3680
H 2.1440 -1.1057 -2.0567
H 2.2492 0.3086 -3.1257
H 3.1714 1.0962 -0.6403
H 2.5598 2.5306 0.2209
H 2.7432 2.5640 -1.5495
H 0.7131 2.9061 1.5815
H -1.0421 3.0616 1.3624
H 0.0635 3.9918 0.3325
H -2.5701 1.7061 0.9451
H -3.0872 0.3402 -0.0625
H -3.1254 1.9991 -0.7152
H -0.9109 -1.7679 -2.3331
H -1.9463 -0.5412 -3.1007
H -2.3490 -1.1792 -1.4801
O -1.3722 -1.3156 1.0092
H -1.9145 -1.8365 1.6363
O 0.0417 -4.0424 5.0287
N -0.0801 -3.4661 3.9606
O -1.1621 -3.1222 3.4310
O 1.0545 -3.1577 3.2619